Here is a 10-piece molecular cluster, C20H59O10 overall in a non-equilibrium geometry from the Open Molecules 2025 dataset. Energies are from the ωB97M-V functional and the def2-TZVPD basis.

E = -1549.52930 Eh
Kohn-Sham gap (spin up / spin down) = 9.85 / 8.23 eV

ORCA input file:
```
! RIJCOSX wB97M-V def2-TZVPD def2/J DEFGRID3
* xyz 0 2
C -1.140 0.251 -0.357
C 0.102 0.063 -1.248
C 0.752 -1.348 -0.854
O -0.221 0.127 -2.624
H -0.809 0.078 0.667
H -1.909 -0.514 -0.463
H -1.603 1.238 -0.333
H 0.808 0.854 -0.994
H 1.762 -1.333 -1.264
H 0.199 -2.218 -1.210
H 0.696 -1.427 0.231
C 1.529 -0.930 2.964
C 1.465 -0.410 4.411
C 2.034 -1.364 5.431
O 2.056 0.834 4.514
H 2.572 -1.219 2.830
H 1.297 -0.167 2.221
H 0.961 -1.855 2.874
H 0.465 -0.200 4.793
H 2.326 -0.813 6.325
H 2.976 -1.711 5.007
H 1.270 -2.116 5.630
H 2.899 0.761 4.061
C 3.901 1.624 -0.057
C 4.724 2.266 -1.124
C 6.196 2.124 -0.882
O 4.325 1.711 -2.397
H 4.344 0.665 0.213
H 2.824 1.695 -0.206
H 4.000 2.296 0.796
H 4.450 3.318 -1.197
H 6.516 2.940 -0.234
H 6.739 2.281 -1.814
H 6.575 1.199 -0.449
H 4.378 0.753 -2.386
C 0.271 5.607 -1.503
C 0.596 4.251 -1.021
C -0.192 3.836 0.276
O 0.217 3.357 -2.063
H -0.756 5.971 -1.460
H 0.696 5.787 -2.490
H 0.754 6.415 -0.952
H 1.658 4.171 -0.790
H -0.340 4.702 0.921
H 0.416 3.091 0.788
H -1.139 3.360 0.024
H -0.692 3.579 -2.275
C -4.936 2.023 0.073
C -6.348 1.481 0.255
C -6.420 0.440 1.439
O -7.194 2.578 0.619
H -4.171 1.271 -0.116
H -4.549 2.540 0.952
H -4.978 2.628 -0.832
H -6.724 1.109 -0.699
H -5.756 -0.421 1.369
H -7.448 0.089 1.526
H -6.080 1.037 2.285
H -8.114 2.311 0.681
C -2.673 -1.936 2.119
O -3.253 -2.813 3.103
H -1.691 -1.716 2.536
H -2.588 -2.209 1.067
H -3.234 -1.008 2.009
H -2.774 -3.645 3.116
C 5.044 -4.220 -0.771
O 4.154 -3.096 -0.877
H 5.371 -4.796 -1.636
H 6.043 -3.912 -0.463
H 4.628 -4.921 -0.047
H 4.142 -2.733 -1.766
C -1.760 -4.094 -1.115
O -2.126 -3.169 -2.110
H -1.341 -4.965 -1.620
H -1.056 -3.745 -0.360
H -2.636 -4.564 -0.668
H -2.782 -2.615 -1.680
C 1.550 -5.401 -1.980
O 1.248 -4.083 -2.205
H 2.096 -5.536 -1.047
H 0.557 -5.840 -1.888
H 2.164 -5.722 -2.822
H 2.006 -3.559 -1.933
C -3.509 1.797 -3.061
O -2.577 1.258 -3.923
H -3.190 1.825 -2.019
H -3.890 2.777 -3.349
H -4.324 1.073 -3.046
H -1.828 0.898 -3.442
*
```